Record 1
DFT (wB97M-V/def2-TZVPD) results for the ion C2H3F2O2Si with charge -1 at a distorted geometry.

## Properties
**HOMO-LUMO gap**: 8.3 eV
**Energy relative to the best compared isomer or geometry (same formula, charge and spin)**: 139.3 kcal/mol
**Net charge**: -1
**HOMO**: -4.3 eV
**Calculated total energy**: -19529.5990 eV

Bonds (Å) are listed after each position.
Cartesian coordinates (Å):
1 C 1.108 -1.445 -0.292  C2 1.410, O3 1.204, O4 1.328
2 C 0.697 -0.114 -0.074  C1 1.410, O4 1.473, F6 1.399, Si7 1.882
3 O 1.227 -2.415 -0.994  C1 1.204
4 O 1.656 -0.854 0.765  C1 1.328, C2 1.473
5 F -0.343 1.932 0.940  Si7 1.761
6 F 1.302 0.808 -0.935  C2 1.399
7 Si -1.060 0.496 0.213  C2 1.882, F5 1.761, H8 1.529, H9 1.429, H10 1.507
8 H -1.423 -0.635 1.175  Si7 1.529
9 H -2.303 1.181 0.376  Si7 1.429
10 H -0.861 1.047 -1.176  Si7 1.507

---

Record 2
DFT (wB97M-V/def2-TZVPD) results for an isolated molecule of C9H12N2O at a distorted geometry.

## Properties
**HOMO-LUMO gap**: 9.7 eV
**Energy relative to the best compared isomer or geometry (same formula, charge and spin)**: 103.4 kcal/mol
**SMILES**: Cc1cccc(CN(C)N=O)c1
**HOMO**: -9.0 eV
**Calculated total energy**: -14551.1961 eV

Bonds (Å) are listed after each position.
Cartesian coordinates (Å):
1 C -1.929 -1.814 1.907  C2 1.472, H13 1.059, H14 1.121, H15 1.111
2 C -1.393 -1.338 0.621  C1 1.472, C3 1.359, C12 1.429
3 C -1.939 -1.663 -0.580  C2 1.359, C4 1.406, H16 1.091
4 C -1.255 -1.458 -1.792  C3 1.406, C5 1.461, H17 1.076
5 C -0.020 -0.681 -1.728  C4 1.461, C6 1.384, H18 1.122
6 C 0.586 -0.370 -0.522  C5 1.384, C7 1.525, C12 1.416
7 C 1.862 0.458 -0.624  C6 1.525, N8 1.451, H19 1.125, H20 1.063
8 N 1.753 1.862 -0.270  C7 1.451, C9 1.403, N10 1.275
9 C 0.674 2.286 0.520  N8 1.403, H21 1.058, H22 1.128, H23 1.039
10 N 2.622 2.484 -0.966  N8 1.275, O11 1.197
11 O 2.830 3.602 -0.593  N10 1.197
12 C -0.128 -0.675 0.662  C2 1.429, C6 1.416, H24 1.084
13 H -1.521 -1.160 2.633  C1 1.059
14 H -3.034 -1.655 2.019  C1 1.121
15 H -1.666 -2.841 2.238  C1 1.111
16 H -2.969 -2.008 -0.476  C3 1.091
17 H -1.730 -1.763 -2.708  C4 1.076
18 H 0.663 -0.511 -2.602  C5 1.122
19 H 2.299 -0.109 0.244  C7 1.125
20 H 2.340 0.257 -1.553  C7 1.063
21 H -0.234 2.201 -0.017  C9 1.058
22 H 1.100 3.317 0.686  C9 1.128
23 H 0.774 1.737 1.397  C9 1.039
24 H 0.312 -0.158 1.507  C12 1.084

---

Record 3
DFT (wB97M-V/def2-TZVPD) results for an isolated molecule of CH4O2S2 at a distorted geometry.

## Properties
**HOMO-LUMO gap**: 10.5 eV
**Energy relative to the best compared isomer or geometry (same formula, charge and spin)**: 39.1 kcal/mol
**SMILES**: CS[SH](=O)=O
**HOMO**: -10.3 eV
**Calculated total energy**: -26865.4523 eV

Bonds (Å) are listed after each position.
Cartesian coordinates (Å):
1 C 1.455 -0.090 -0.571  S2 1.849, H6 1.052, H7 1.047, H8 1.141
2 S 0.127 1.189 -0.449  C1 1.849, S3 2.068
3 S -1.346 0.076 0.483  S2 2.068, O4 1.492, O5 1.437, H9 1.354
4 O -2.613 0.072 -0.306  S3 1.492
5 O -0.745 -1.173 0.861  S3 1.437
6 H 0.877 -0.783 -0.030  C1 1.052
7 H 2.192 0.390 -0.003  C1 1.047
8 H 1.758 -0.313 -1.649  C1 1.141
9 H -1.704 0.631 1.664  S3 1.354